Molecular formula: C29H44Br4GeN4O3STi
Method: DFT, ωB97M-V/def2-TZVPD

CARTESIAN COORDINATES (ANGSTROEM)
H (2.017, 5.549, -0.023)
H (0.439, -1.883, -3.729)
H (-2.695, 1.416, -1.518)
H (-1.850, -1.159, -1.270)
N (0.239, -3.622, 1.916)
Ti (-0.389, 1.423, 0.536)
H (-3.884, -3.160, 1.887)
H (3.670, 0.005, -2.774)
Br (4.578, 1.678, 0.728)
H (-3.464, 1.071, 1.086)
H (-3.934, 1.394, -3.633)
H (-0.359, 7.160, 0.930)
H (-2.399, 3.373, 0.442)
H (-3.160, -0.108, -5.491)
H (2.304, 0.307, -0.889)
C (-2.789, 0.474, -2.069)
N (-1.703, -0.072, 1.021)
H (2.898, -2.392, -3.346)
H (0.949, 5.077, -1.364)
H (-3.660, -0.049, -1.665)
C (1.194, -1.724, -4.498)
H (0.256, -5.660, 2.371)
H (2.526, -1.429, -1.101)
H (2.660, -1.377, 2.832)
H (1.970, -1.555, 1.217)
H (0.214, -1.834, 3.002)
C (2.046, 1.503, 1.906)
H (-1.843, 6.453, 1.596)
C (1.318, 4.788, -0.378)
H (-2.185, 1.436, -3.878)
C (-3.012, 0.804, -3.547)
C (3.394, 1.514, 2.198)
H (1.629, 4.181, 2.679)
O (-1.778, -4.741, 1.894)
H (-0.087, -1.315, 1.068)
C (0.907, -2.642, 2.773)
C (2.045, -0.540, -1.527)
H (1.162, -3.115, 3.734)
C (-4.301, -1.321, -4.122)
H (-4.922, -0.900, 1.587)
H (3.294, -1.328, -4.683)
Br (0.239, 1.106, 5.609)
C (2.627, -0.296, -2.920)
C (-1.851, -2.406, 1.615)
H (1.205, -2.583, -5.175)
C (1.092, 1.361, 2.955)
C (-3.848, -1.035, 1.507)
C (1.148, -5.372, 0.436)
O (-0.143, 1.312, 2.589)
C (2.932, 1.306, 4.553)
C (-3.107, -0.427, -4.444)
C (-1.158, -1.251, 1.236)
C (1.561, 1.282, 4.267)
C (-1.100, 6.366, 0.800)
Br (5.715, 1.419, 3.878)
H (1.649, -6.344, 0.414)
C (2.571, -1.489, -3.876)
H (0.760, 5.695, 2.984)
H (0.883, -0.845, -5.068)
H (1.840, 3.837, -0.478)
C (0.888, -4.923, 1.869)
H (0.027, 4.136, 3.423)
N (0.619, -0.803, -1.530)
S (-0.032, 1.833, -1.971)
H (-1.602, 6.510, -0.159)
C (-3.291, -2.280, 1.686)
H (2.110, 0.557, -3.368)
C (-3.063, 0.078, 1.211)
H (-5.228, -0.740, -4.089)
H (0.201, -5.461, -0.098)
C (3.855, 1.417, 3.524)
O (1.525, 1.587, 0.694)
H (-2.183, -0.998, -4.329)
H (1.770, -4.644, -0.088)
C (-0.377, 0.227, -1.456)
H (-4.425, -2.109, -4.868)
H (2.891, -2.881, 1.928)
Ge (-0.181, 4.607, 0.887)
C (2.179, -2.082, 2.151)
Br (3.513, 1.181, 6.353)
H (-4.182, -1.804, -3.151)
H (0.355, -1.617, -0.991)
C (-1.181, -3.654, 1.839)
H (1.831, -4.852, 2.416)
C (0.644, 4.650, 2.685)
C (-1.340, 3.120, 0.519)
N (-1.627, -0.372, -1.867)

Atoms 1-3, force components in eV/Å:
-0.004 0.011 0.001
0.002 -0.004 -0.006
-0.038 -0.012 0.021

Output
ΔE to the lowest compared entry with this formula, charge and spin ... 232.5 kJ/mol
E_LUMO (alpha / beta) ... 3.89 / 3.89 eV
HOMO-LUMO gap (alpha / beta) ... 0.1408 / 0.1890 Eh
Charge ... -2
Spin multiplicity ... 3

---

Molecular formula: C29H44BrCrN3P2
Method: DFT, ωB97M-V/def2-TZVPD

CARTESIAN COORDINATES (ANGSTROEM)
H (3.116, -2.217, -1.507)
H (0.375, -2.836, -2.027)
H (-2.555, 4.122, -0.475)
C (3.569, 0.491, 1.272)
N (4.064, 5.278, -3.003)
H (-4.494, -3.911, -0.305)
H (2.680, 0.802, -2.977)
H (-3.552, -0.330, -1.570)
H (0.617, 1.136, -1.464)
H (5.008, 6.059, -1.322)
H (1.789, 1.657, 0.889)
C (-3.320, 2.262, 0.338)
C (0.989, 4.029, -0.468)
H (-1.919, -3.890, -0.399)
C (-3.235, -1.159, -3.579)
C (3.039, 4.574, -3.504)
C (2.047, 0.648, 1.243)
C (-2.924, 1.367, 1.288)
C (-2.354, 3.261, 0.154)
C (-0.393, -2.502, 4.655)
H (1.141, -2.848, -0.038)
C (-3.928, -3.286, -1.007)
H (0.600, -0.679, 6.839)
H (4.027, -1.717, -0.043)
H (2.009, -2.309, 1.385)
H (-3.846, -0.374, -4.047)
H (4.036, 0.668, 0.296)
P (-1.568, -1.663, -1.235)
C (2.066, 4.364, -1.315)
C (-2.074, 1.628, 2.391)
C (2.007, 4.076, -2.696)
H (0.074, 2.200, 2.359)
H (-3.851, -3.854, -1.943)
C (-2.552, -2.992, -0.409)
H (-0.597, -3.246, 2.582)
H (3.906, -0.479, 1.656)
C (-0.731, -0.402, 4.020)
H (-1.161, -1.066, 7.117)
C (-2.727, -0.618, -2.242)
H (3.419, -0.148, -1.679)
H (3.256, 5.231, 0.287)
C (1.254, 0.235, -1.452)
H (-4.542, -2.393, -1.187)
C (-1.222, -3.932, -3.007)
H (-0.663, 0.456, 6.312)
H (-2.103, -3.742, -3.636)
H (-2.143, 0.302, -2.416)
H (-2.349, 1.702, 3.453)
C (-0.603, -2.633, -2.491)
P (0.945, -0.488, 0.271)
C (-0.894, 2.244, 1.867)
H (3.525, -3.380, -0.258)
H (-0.478, -4.440, -3.634)
C (2.669, 0.627, -1.890)
Cr (-1.864, -0.328, 1.307)
H (0.820, -0.478, -2.174)
H (-3.879, -2.043, -3.467)
H (-2.664, -2.687, 0.653)
H (1.165, 3.546, -3.138)
H (-4.288, 2.210, -0.167)
N (-0.501, -1.174, 5.095)
H (-2.423, -1.393, -4.283)
C (-0.659, -2.469, 3.311)
H (-0.413, -1.943, -3.325)
C (3.179, 5.030, -0.783)
H (-1.491, -4.623, -2.200)
H (-0.059, -3.313, 5.289)
C (-1.091, 3.134, 0.783)
H (1.660, 0.570, 2.269)
C (0.026, 3.869, 0.269)
H (3.995, 1.251, 1.942)
N (-0.957, -1.156, 2.947)
C (-0.421, -0.611, 6.432)
C (4.144, 5.489, -1.681)
C (1.876, -2.107, 0.312)
C (3.206, -2.340, -0.421)
H (-0.652, 0.679, 4.112)
H (2.986, 1.576, -1.431)
H (3.022, 4.409, -4.587)
Br (-4.168, -0.984, 1.486)

Atoms 1-3, force components in eV/Å:
0.007 0.052 0.294
-0.207 -0.015 -0.249
0.122 -0.329 -0.270

Output
ΔE to the lowest compared entry with this formula, charge and spin ... 91.0 kJ/mol
E_LUMO (alpha / beta) ... -8.06 / -8.34 eV
HOMO-LUMO gap (alpha / beta) ... 0.1963 / 0.1978 Eh
Charge ... +2
Spin multiplicity ... 5

---

Molecular formula: C29H44BrN3P2Pd
Method: DFT, ωB97M-V/def2-TZVPD

CARTESIAN COORDINATES (ANGSTROEM)
C (2.386, -2.124, -1.274)
C (3.296, 0.871, -0.042)
H (0.511, -2.547, -0.255)
H (1.797, -1.997, 0.820)
H (-1.671, -1.541, 7.110)
C (3.074, 5.272, -1.794)
H (-1.468, 0.597, 4.193)
C (2.061, 4.948, -0.830)
C (0.158, 4.023, 0.748)
H (-3.229, -5.649, -1.033)
H (0.570, -0.391, -2.521)
C (-0.965, -2.482, 3.244)
C (-1.275, -0.465, 4.081)
H (-5.522, -3.930, -2.223)
C (-0.843, -2.584, 4.605)
C (-3.699, -2.699, -4.507)
H (0.016, -5.417, -4.394)
H (0.620, 2.538, -1.486)
H (-0.857, 0.442, -1.883)
H (-0.634, -3.436, 5.225)
H (-0.471, -4.943, -2.039)
C (1.190, 4.652, -0.016)
C (0.829, 1.756, -2.228)
C (2.857, 5.062, -3.173)
H (3.284, -1.506, -1.165)
H (0.058, -1.156, 6.913)
N (5.090, 5.773, -3.647)
H (-5.032, -3.969, -0.512)
P (-2.492, -3.725, -2.169)
H (-5.704, -5.413, -1.278)
H (-4.467, -3.483, -4.475)
C (-0.914, -4.291, -2.809)
C (-0.248, 2.389, 2.492)
C (-3.158, -2.341, -3.120)
H (-3.697, -5.661, -2.746)
H (-0.051, 1.911, 3.446)
H (3.299, 0.891, -1.137)
C (-0.951, -0.953, 6.527)
H (1.978, -1.970, -2.281)
C (-0.984, -5.047, -4.142)
C (4.325, 5.769, -1.381)
C (0.242, 0.400, -1.833)
H (-1.650, -5.918, -4.087)
H (1.902, 4.697, -3.549)
Pd (-1.259, -0.121, 1.071)
N (-1.230, -1.153, 2.948)
C (1.885, 0.934, 0.552)
H (2.697, -3.173, -1.201)
H (3.835, -0.018, 0.304)
C (-1.728, 2.533, 0.526)
N (-1.036, -1.311, 5.121)
H (-2.353, -1.594, -3.212)
C (1.357, -1.846, -0.178)
H (0.368, 2.078, -3.172)
C (-1.105, 1.810, 1.559)
H (1.468, 1.949, 0.480)
C (-5.057, -4.545, -1.443)
H (1.914, 1.722, -2.389)
H (6.291, 6.375, -2.062)
C (-1.058, 3.678, 0.103)
H (4.540, 5.957, -0.331)
H (3.858, 1.750, 0.303)
H (-1.172, 0.111, 6.645)
P (0.626, -0.179, -0.149)
C (5.306, 6.000, -2.352)
Br (-2.068, -2.804, -0.113)
H (-3.946, -1.875, -2.508)
H (-1.316, -4.412, -4.972)
H (-2.634, 2.157, 0.057)
H (-4.164, -1.809, -4.950)
H (-1.388, 4.250, -0.767)
H (3.779, 5.155, -5.134)
H (1.927, 0.705, 1.628)
C (0.390, 3.567, 2.063)
C (-3.661, -5.035, -1.839)
H (-0.264, -3.405, -2.893)
H (1.140, 4.064, 2.679)
H (-0.885, -3.234, 2.478)
C (3.908, 5.322, -4.061)
H (-2.906, -3.021, -5.192)

Atoms 1-3, force components in eV/Å:
0.276 -0.156 -0.076
0.208 0.165 0.024
0.444 0.187 0.041

Output
ΔE to the lowest compared entry with this formula, charge and spin ... 0.0 kJ/mol
E_LUMO (alpha / beta) ... -11.36 / -14.14 eV
HOMO-LUMO gap (alpha / beta) ... 0.2399 / 0.1644 Eh
Charge ... +4
Spin multiplicity ... 5